(1)
C3H3Cl3 | wB97M-V/def2-TZVPD

Geometry as XYZ:
```
9
Properties=species:S:1:pos:R:3
C 1.101 0.332 0.191
C -0.072 -0.540 0.201
C -1.254 -0.212 -0.453
H 1.454 0.722 1.340
H 0.697 1.347 -0.112
H 0.262 -1.642 0.694
Cl 2.313 -0.195 -0.808
Cl -2.023 1.437 -0.527
Cl -2.478 -1.249 -0.525
```

Values from the calculation:
Lowest unoccupied orbital energy (eV): -0.1
DFT total energy (hartree): -1496.59129

=====

(2)
C3H11ClN5O | wB97M-V/def2-TZVPD

Geometry as XYZ:
```
21
Properties=species:S:1:pos:R:3
C -0.655 -0.264 -0.078
C -0.625 1.113 -0.891
C -1.401 -1.404 -0.589
N 0.681 -0.693 0.085
N -0.127 2.138 -0.197
N -1.586 -1.284 -1.884
N -1.658 -2.339 0.281
N 2.816 1.200 1.299
O -0.907 1.250 -2.046
Cl -1.341 0.375 1.565
H 0.829 -1.569 0.672
H 3.290 0.299 1.614
H 0.038 2.259 0.791
H -0.125 2.932 -0.820
H -1.141 -0.386 -2.336
H -1.763 -2.131 -2.392
H -2.313 -3.096 0.354
H -1.385 -2.025 1.229
H 1.255 0.138 0.337
H 2.445 1.770 1.991
H 3.673 1.718 1.015
```

Values from the calculation:
Lowest unoccupied orbital energy (eV): -3.5
Net charge: +1
DFT total energy (hartree): -929.90430